# 1
Density functional theory data (ωB97M-V/def2-TZVPD) for a molecular structure, C18H21N5O2STeW.

Summary:
ΔE to the lowest compared entry with this formula, charge and spin   60.4 kJ/mol
HOMO level   -14.8 eV
Frontier orbital gap   6.11 eV
Molar mass   682.91 g mol⁻¹
E   -50489.079 eV
Net charge   +2
2S+1   1

Geometry (Å):
W 0.353 0.831 -0.055
Te 1.273 3.196 1.338
S 2.267 0.704 -1.332
O -0.366 1.502 -1.679
O -0.866 -0.481 -0.799
N -1.380 0.791 -0.973
N 1.607 -0.422 1.179
N -0.742 0.510 1.777
N 2.900 -0.729 0.892
N 4.561 -0.464 -0.649
C 1.844 -1.816 3.197
C -1.156 4.517 4.592
C -2.013 5.769 2.265
C -2.736 0.601 3.072
C -1.019 4.796 2.203
C 5.750 1.459 -1.689
C 3.326 -0.238 -0.241
C -2.578 6.106 3.483
C -0.410 4.445 0.867
C 0.490 3.112 3.322
C 1.109 -0.904 2.288
C -0.591 4.167 3.368
C -1.963 1.015 2.003
C -2.149 5.480 4.648
C -2.234 -0.365 3.927
C -0.242 -0.437 2.610
C 5.202 0.053 -1.867
C -0.967 -0.888 3.695
H -2.320 1.764 1.308
H -3.344 6.868 3.527
H 4.953 2.170 -1.461
H -0.035 5.311 0.326
H 2.870 -1.944 2.875
H 1.349 -2.792 3.194
H -3.714 1.036 3.221
H -2.818 -0.710 4.769
H 0.113 2.110 3.523
H 6.486 1.493 -0.886
H 1.311 3.319 4.007
H 6.235 1.784 -2.608
H -1.089 3.900 0.211
H -2.578 5.755 5.601
H 1.821 -1.440 4.221
H -0.809 4.045 5.503
H -2.337 6.270 1.361
H 4.485 0.002 -2.686
H 5.123 -1.021 -0.018
H 5.999 -0.648 -2.109
H -0.554 -1.644 4.347

Cartesian forces, eV/Å:
0.54 -0.25 0.35
-0.13 -0.04 -0.12
0.14 0.06 -0.03
-0.07 0.11 -0.21
-0.13 -0.03 0.13
-0.16 0.18 -0.10
-0.05 -0.07 -0.06
-0.16 -0.02 0.17
0.02 0.00 -0.02
0.02 -0.01 0.00
-0.03 -0.02 -0.01
-0.04 0.01 0.02
-0.04 0.01 0.01
-0.02 -0.02 0.03
0.03 -0.04 0.03
0.00 0.00 0.01
-0.08 0.02 0.01
0.01 -0.01 -0.02
-0.05 0.00 -0.04
-0.04 0.01 0.01
0.10 0.06 -0.06
0.00 -0.01 -0.04
0.06 0.00 -0.02
0.02 -0.02 0.00
-0.03 0.02 -0.01
-0.05 0.05 -0.02
0.01 0.01 -0.01
0.03 -0.03 0.02
0.01 0.00 0.00
0.00 0.00 0.00
0.00 0.00 0.00
0.04 0.00 0.02
0.00 0.00 -0.01
0.01 0.00 0.01
0.00 0.00 0.00
0.00 0.00 0.00
0.03 0.00 0.02
0.00 0.00 0.00
0.02 0.02 -0.03
0.00 0.00 0.00
0.01 0.02 -0.02
0.00 0.00 0.00
-0.01 0.01 0.00
0.00 0.00 0.00
0.00 0.00 0.00
0.00 0.00 0.00
0.00 0.00 0.00
0.00 0.00 0.00
0.00 0.00 0.00

# 2
Density functional theory data (ωB97M-V/def2-TZVPD) for a molecular structure, C13H32AlO3S.

Summary:
HOMO level   -4.3 eV
Frontier orbital gap   6.71 eV
Molar mass   295.44 g mol⁻¹
E   -37573.566 eV
Net charge   -1
2S+1   1

Geometry (Å):
S 0.562 4.856 1.501
Al 0.349 2.560 1.358
O -1.342 -0.156 -6.098
O -3.024 -1.701 -2.204
O 0.811 -1.361 4.247
C 3.236 -1.637 1.945
C 3.598 -0.668 1.329
C -2.715 -0.519 -2.937
C -0.686 -0.676 0.081
C -2.051 -0.608 0.862
C -1.984 -0.974 -7.067
C 4.002 0.565 0.603
C -0.247 -2.115 -0.295
C 1.408 -1.649 5.499
C 3.152 1.801 0.971
C -1.530 1.975 0.863
C -2.032 0.719 1.665
C 1.835 1.917 0.125
H 0.663 1.960 2.823
H 1.477 -1.513 3.569
H -1.640 -0.479 -3.085
H -1.714 1.865 -0.215
H -0.647 0.335 -6.544
H -2.429 -0.363 -7.858
H 2.263 -0.990 5.681
H 0.209 -2.610 0.567
H -3.035 0.362 -2.374
H -3.209 -0.534 -3.913
H 1.064 5.016 2.746
H 1.735 -2.694 5.549
H -1.993 -1.440 1.576
H 2.022 2.602 -0.715
H -2.921 -0.700 0.212
H 3.710 2.731 0.849
H 0.555 -2.018 -1.039
H -1.418 0.610 2.563
H -3.976 -1.721 -2.084
H 1.672 0.928 -0.323
H -1.033 -2.739 -0.723
H -3.069 0.920 1.972
H -2.196 2.793 1.184
H 2.846 1.685 2.016
H 3.995 0.380 -0.472
H 0.043 -0.312 0.807
H 0.662 -1.477 6.273
H -1.275 -1.680 -7.509
H -2.770 -1.532 -6.565
H 5.035 0.762 0.922
H -0.749 -0.025 -0.787
H 2.780 -2.454 2.451

Cartesian forces, eV/Å:
0.07 0.48 0.12
-0.08 -0.56 -0.26
-0.14 -0.10 -0.04
0.09 -0.13 -0.19
-0.08 -0.27 0.20
-0.13 0.23 -0.18
-0.22 0.45 -0.32
-0.31 -0.04 0.16
-1.23 -1.27 0.69
2.03 0.52 0.32
0.23 0.21 0.03
0.49 -0.11 0.80
0.41 0.82 -0.28
0.07 0.06 -0.33
-1.22 -0.28 -0.45
-0.35 0.10 0.48
-0.64 0.28 -0.81
0.62 -0.03 0.26
0.05 0.00 0.15
-0.12 0.37 -0.07
0.00 -0.07 0.02
-0.01 -0.06 0.08
0.05 0.06 0.07
-0.06 -0.10 -0.05
0.01 -0.06 0.12
-0.24 -0.06 0.01
0.12 0.10 -0.10
0.11 0.12 -0.05
-0.15 -0.26 -0.29
0.03 0.02 0.14
-0.50 -0.03 -0.11
-0.07 -0.08 0.06
0.06 -0.05 -0.04
0.25 -0.19 0.18
-0.07 -0.25 0.03
-0.09 -0.17 -0.02
-0.02 -0.02 0.09
-0.32 0.09 0.05
-0.09 0.14 0.08
0.16 -0.09 0.29
0.20 0.06 -0.17
0.39 0.21 0.05
0.01 0.00 0.01
0.18 0.31 -0.37
-0.03 0.01 -0.02
-0.10 -0.07 -0.05
0.02 0.02 0.05
0.03 -0.11 -0.25
0.32 0.02 0.03
0.27 -0.17 -0.08

# 3
Density functional theory data (ωB97M-V/def2-TZVPD) for 3 unconnected molecules or ions with the total composition C28H64ClN3O3P.

Summary:
HOMO level   -9.6 eV
Frontier orbital gap   7.00 eV
Molar mass   557.27 g mol⁻¹
E   -62490.618 eV
Net charge   +1
2S+1   1

Geometry (Å):
Cl 5.474 4.077 -0.262
P 4.790 1.256 -0.401
O 5.579 1.564 -4.316
O 0.365 3.253 -1.749
O -1.482 2.930 -0.602
N 2.195 1.225 -3.216
N -2.263 -5.168 -3.395
N -4.668 1.186 4.605
C 1.883 -0.103 0.932
C -0.773 -0.079 -0.927
C 7.334 2.217 0.377
C -3.857 0.074 4.146
C -0.361 3.639 -0.930
C -1.713 0.604 0.099
C 5.828 2.473 0.481
C -4.360 -6.214 -4.428
C 3.464 0.613 -3.651
C 8.031 2.993 1.536
C 4.717 1.413 -3.223
C 0.039 -1.261 -0.378
C -1.817 -4.445 -4.570
C -4.309 2.474 4.048
C -2.790 -4.355 -2.314
C -1.222 2.008 0.452
C -3.090 3.189 4.639
C -0.780 -3.378 -4.255
C -6.036 2.129 6.450
C -3.017 -6.372 -3.708
C 0.663 -1.015 0.988
C -3.977 -3.432 -2.617
C -0.099 4.929 -0.204
C 3.021 -0.741 0.098
C -4.948 1.152 6.029
C 5.461 0.745 -2.013
C -2.424 -0.038 4.683
C 4.405 -0.236 0.558
H 2.334 1.977 -2.551
H 5.519 2.561 1.519
H 8.921 3.516 1.207
H 2.283 -0.029 1.948
H 0.063 -3.803 -3.705
H -2.014 -1.020 4.431
H -2.156 2.745 4.295
H -4.700 -7.187 -4.786
H -3.824 0.084 3.052
H 1.002 -1.978 1.375
H -4.047 1.341 6.634
H -3.174 -6.939 -2.786
H -2.653 -3.978 -5.114
H 2.823 -0.501 -0.949
H -1.974 -3.737 -1.926
H 8.241 2.335 2.374
H -1.763 0.705 4.236
H -6.284 1.973 7.501
H -4.165 2.367 2.969
H -4.915 -3.980 -2.687
H 6.195 0.822 -4.378
H -0.579 5.709 -0.793
H 3.558 1.885 -0.642
H -1.936 0.007 0.979
H -3.837 -2.865 -3.539
H -2.378 0.063 5.768
H -2.667 0.756 -0.404
H 0.966 5.125 -0.220
H -4.092 -2.708 -1.807
H 7.603 1.168 0.483
H 7.714 2.657 -0.536
H 1.597 0.556 -2.742
H 6.538 0.883 -2.092
H 0.758 -1.567 -1.139
H -0.658 -2.092 -0.264
H -0.504 4.937 0.801
H -0.076 -0.664 1.702
H 1.659 0.921 0.625
H -1.800 2.329 1.325
H 4.380 2.410 -2.931
H -6.944 1.978 5.864
H -3.086 4.232 4.315
H 5.123 -1.031 0.378
H 2.930 -1.809 0.258
H -4.385 -0.851 4.401
H -0.395 -2.949 -5.181
H 4.340 -0.034 1.624
H 5.267 -0.322 -2.114
H -3.053 -5.010 -1.479
H -5.135 -5.832 -3.765
H -5.289 0.146 6.286
H -0.133 0.698 -1.348
H -5.721 3.167 6.341
H -1.396 -0.423 -1.748
H -0.175 1.998 0.764
H 3.468 0.576 -4.736
H -3.089 3.194 5.730
H -1.360 -5.158 -5.261
H -2.377 -7.012 -4.324
H 3.504 -0.422 -3.290
H -1.204 -2.561 -3.668
H -4.289 -5.556 -5.295
H -5.168 3.144 4.139
H 7.344 3.749 1.912

Cartesian forces, eV/Å:
-0.14 -0.24 0.04
0.07 -0.47 0.02
0.63 0.13 0.08
2.50 -1.48 -2.78
0.08 0.05 0.09
0.41 -0.20 0.53
0.02 -0.24 0.12
0.05 -0.29 -0.33
0.63 -0.29 0.61
-0.28 0.06 0.38
0.46 0.80 1.24
-0.02 -0.29 0.04
-1.48 1.27 2.19
0.26 0.46 -1.23
0.28 0.21 -0.71
-0.08 -0.07 0.05
-0.54 0.11 0.36
-0.65 -0.13 -0.10
-0.31 -0.45 0.14
-0.96 0.22 0.08
0.01 0.15 -0.01
-0.16 0.42 0.07
0.08 0.26 0.13
-1.03 -0.68 1.44
0.14 0.18 -0.14
0.04 0.12 0.01
0.02 0.05 0.01
0.00 -0.24 -0.13
0.51 -0.21 -0.59
-0.05 0.03 0.13
-0.42 -0.07 -0.09
-0.93 0.88 0.34
-0.06 0.16 0.14
-0.72 0.18 -0.53
0.12 -0.11 -0.15
-0.47 -0.20 -0.34
-0.18 0.21 -0.25
-0.20 -0.29 0.08
0.22 -0.17 0.02
-0.16 0.15 0.14
-0.05 -0.04 0.04
-0.04 -0.01 0.02
0.04 -0.01 0.11
0.03 0.00 0.00
-0.04 0.16 0.01
0.05 -0.04 0.11
-0.02 -0.01 0.06
0.02 0.13 0.07
0.04 0.03 -0.06
0.22 -0.35 -0.21
0.03 0.00 -0.09
0.24 -0.04 0.00
0.00 0.04 0.08
0.03 0.00 -0.01
0.00 -0.19 0.03
0.00 0.01 -0.10
-0.23 0.09 -0.10
-0.14 0.18 0.10
0.18 -0.06 0.08
0.22 0.00 0.16
0.02 -0.03 -0.01
-0.02 0.03 -0.01
-0.20 0.03 0.12
0.11 0.02 0.09
0.01 -0.01 0.00
-0.16 -0.17 -0.35
-0.14 -0.43 -0.48
-0.10 0.03 -0.22
0.04 0.33 0.29
0.19 -0.13 0.12
0.01 -0.17 -0.07
-0.07 0.05 0.12
-0.06 0.21 0.02
-0.09 -0.04 -0.22
0.08 0.23 0.04
0.17 0.17 -0.20
0.04 0.01 -0.04
-0.02 -0.01 0.00
0.45 0.28 0.00
0.32 -0.24 -0.23
-0.04 0.07 0.10
-0.04 0.00 0.00
0.32 0.16 0.11
0.12 -0.18 0.33
-0.01 -0.14 -0.13
0.00 0.06 -0.04
0.11 -0.07 -0.14
0.10 0.02 -0.04
-0.02 0.00 -0.01
0.15 -0.18 -0.22
0.11 0.11 -0.27
0.13 0.02 -0.13
-0.04 -0.06 -0.01
-0.12 -0.12 0.06
0.07 0.11 -0.03
0.23 -0.03 -0.10
0.03 0.01 0.00
0.02 0.01 0.02
-0.02 -0.08 0.10
0.07 0.23 0.03

# 4
Density functional theory data (ωB97M-V/def2-TZVPD) for 14 unconnected molecules or ions with the total composition F6H26O13P.

Summary:
ΔE to the lowest compared entry with this formula, charge and spin   240.7 kJ/mol
HOMO level   -9.0 eV
Frontier orbital gap   11.01 eV
Molar mass   379.16 g mol⁻¹
E   -52641.867 eV
Net charge   -1
2S+1   1

Geometry (Å):
P 0.629 -0.307 -0.258
F -0.216 0.385 -1.445
F -0.747 -0.708 0.526
F 0.586 1.092 0.656
F 0.628 -1.688 -1.172
F 2.025 0.212 -0.868
F 1.462 -1.112 0.856
O -1.910 5.382 0.997
O -3.630 -5.144 -0.941
O 5.504 0.449 2.442
O 6.117 2.702 -2.439
O -0.794 -4.987 3.895
O 4.385 -3.844 3.495
O -5.131 -3.158 2.971
O 3.109 -3.528 -4.881
O 0.871 0.310 4.878
O -0.676 2.130 -5.703
O 0.901 5.366 -2.587
O -5.318 0.212 0.662
O -4.165 3.468 -1.809
H 5.314 -0.459 2.679
H -0.529 1.694 -4.863
H 1.123 4.639 -3.168
H -1.595 1.957 -5.905
H 5.186 2.527 -2.581
H 0.985 1.214 4.585
H -4.620 4.138 -1.298
H -1.123 -4.106 4.072
H -3.808 -5.091 -0.002
H -0.037 5.502 -2.720
H 3.606 -3.559 3.016
H -1.696 6.299 0.823
H -2.921 -4.519 -1.088
H 0.186 -0.042 4.309
H -3.254 3.523 -1.521
H 4.792 -4.495 2.923
H 2.751 -3.381 -4.006
H -5.869 0.778 0.121
H -1.061 4.942 1.043
H -4.609 0.781 0.961
H 4.794 0.695 1.848
H -0.049 -4.852 3.309
H -4.619 -2.936 3.748
H 6.212 3.641 -2.601
H 2.351 -3.767 -5.414
H -5.143 -2.353 2.453

Cartesian forces, eV/Å:
-0.42 0.16 0.52
0.07 0.37 0.18
0.08 -0.42 -0.61
0.20 -0.67 -0.52
0.01 0.67 0.49
-0.10 -0.15 -0.57
0.15 0.07 0.57
-0.33 -0.03 -0.03
-0.13 -0.23 -0.21
0.29 0.16 0.12
0.24 -0.08 -0.01
-0.10 -0.26 0.15
0.13 0.03 0.24
-0.11 -0.27 0.03
0.26 -0.08 -0.16
0.04 -0.10 0.39
0.15 0.22 -0.19
0.14 0.26 0.15
-0.16 -0.27 0.22
-0.23 -0.12 -0.22
-0.09 -0.25 0.08
0.09 -0.19 0.30
0.06 -0.26 -0.11
-0.22 -0.04 -0.03
-0.28 -0.15 0.03
0.08 0.18 -0.17
-0.07 0.18 0.15
-0.07 0.22 0.01
-0.07 0.05 0.28
-0.23 0.00 -0.03
-0.25 0.18 -0.13
0.05 0.22 -0.04
0.20 0.22 -0.04
-0.10 -0.10 -0.29
0.31 -0.06 0.14
0.12 -0.14 -0.14
-0.09 0.14 0.31
-0.09 0.10 -0.20
0.27 -0.26 -0.01
0.31 0.11 -0.01
-0.24 0.06 -0.20
0.18 0.05 -0.18
0.13 0.02 0.17
0.04 0.22 -0.01
-0.18 -0.03 -0.12
-0.03 0.29 -0.28